[1]
117
Properties=species:S:1:pos:R:3 method="wB97M-V/def2-TZVPD" total_charge=0 homo_ev=-8.93 e_lumo_ha=0.0034 relative_energy_kcal_mol=175.71
O -35.5207 34.1154 25.1840
O -28.5503 29.9440 24.1634
O -30.0747 24.9285 17.7231
O -24.9767 36.3525 26.1018
O -22.2616 29.2538 31.9191
O -31.8035 30.4508 30.8038
O -27.4274 33.8044 34.5002
O -35.3491 26.9872 21.3652
O -25.3519 36.4682 19.4277
O -28.3786 23.9822 29.7088
N -28.6400 28.2906 18.7791
N -32.2753 28.2839 30.9641
N -27.2145 31.6432 23.7862
N -26.7884 35.9296 34.1784
N -33.8134 27.5771 24.6133
N -29.9712 21.1580 31.2158
N -31.1398 29.1367 32.4722
N -23.8152 37.8812 24.9136
N -27.9728 31.3183 25.7412
N -27.3529 34.8249 32.4940
N -22.6550 31.1919 34.8375
N -23.5008 37.8289 26.9746
N -36.1041 34.2963 27.2709
N -34.1680 33.5985 26.8486
C -22.3591 29.8512 34.2456
C -29.6026 25.9137 18.5603
C -23.2207 28.7842 34.9224
C -29.0246 22.2778 31.1015
C -27.2616 34.7910 33.8028
C -28.9084 22.6926 29.6179
C -29.6223 27.4338 18.0915
C -34.1144 26.9421 23.3698
C -22.7662 30.2143 32.8548
C -31.7473 29.3926 31.3945
C -24.2249 37.2649 25.9762
C -34.2703 25.4530 23.8049
C -25.8695 37.5652 18.7290
C -31.5018 24.7937 17.7150
C -36.0374 27.6340 20.3281
C -35.3052 27.5547 22.7209
C -22.5066 29.6399 30.5356
C -27.6437 21.7974 31.7209
C -29.3906 27.5760 16.5989
C -27.9361 30.8821 24.4971
C -25.0412 37.8935 17.4966
C -27.7676 24.3271 28.3635
C -35.2749 33.9199 26.3373
H -32.4738 28.3095 29.9742
H -30.1256 25.7977 19.5096
H -24.0295 37.4647 24.0188
H -27.4794 25.3726 28.4727
H -23.8434 30.1719 32.6933
H -27.7798 21.4985 32.7603
H -27.3808 35.7810 32.1694
H -23.3049 38.7522 24.9487
H -22.8294 28.6501 35.9309
H -24.2388 29.1664 34.9956
H -27.1631 20.9134 31.3019
H -28.4963 28.0504 19.7496
H -25.4757 38.6772 16.8760
H -33.8037 28.5717 24.4379
H -27.3376 33.9462 31.9962
H -30.4960 29.8211 32.8428
H -23.9885 38.1359 17.6424
H -35.0494 28.6010 22.5536
H -30.8699 21.3771 30.8104
H -34.8200 24.8261 23.1028
H -33.2727 27.0059 22.6803
H -22.6116 38.2651 26.7766
H -28.5493 24.2978 27.6045
H -32.2043 27.3842 31.4177
H -26.9418 37.3837 18.6568
H -26.8675 22.5606 31.6639
H -28.5402 25.6929 18.6635
H -30.1047 21.0218 32.2076
H -28.1993 22.0311 29.1202
H -32.1083 25.5884 17.2806
H -26.8553 23.7786 28.1291
H -22.3771 31.1851 32.5481
H -31.6737 23.9719 17.0198
H -21.9140 30.5268 30.3111
H -30.6494 27.7603 18.2548
H -31.1253 28.1600 32.7291
H -26.1290 35.9526 19.6552
H -35.6895 28.6259 20.0397
H -36.1620 27.6855 23.3820
H -26.6436 36.1720 35.1482
H -30.2476 27.6662 15.9315
H -36.9771 34.7061 26.9710
H -27.7935 28.0938 18.2644
H -23.5544 29.8943 30.3765
H -28.7091 30.9231 26.3085
H -33.9947 33.4463 27.8320
H -33.2911 24.9763 23.7593
H -24.9915 36.9817 16.9013
H -21.3227 29.5182 34.3014
H -29.4457 23.1366 31.6242
H -28.9364 26.6328 16.2953
H -22.3970 31.9942 34.2810
H -32.8040 27.5413 24.6087
H -23.2584 27.7684 34.5290
H -35.7560 34.3100 28.2190
H -22.0773 28.8697 29.8948
H -25.6618 38.4211 19.3712
H -35.9551 27.1422 19.3589
H -29.8005 22.7473 28.9940
H -23.6546 31.1078 34.7198
H -27.1404 31.4439 22.7988
H -31.9844 24.6053 18.6739
H -33.3906 33.4761 26.2156
H -27.7183 32.2685 25.9700
H -37.0859 27.8855 20.4878
H -28.6181 28.2673 16.2619
H -34.7482 25.2948 24.7716
H -27.0497 32.5656 24.1632
H -26.7908 36.6716 33.4932
H -23.7958 37.5913 27.9108

[2]
117
Properties=species:S:1:pos:R:3 method="wB97M-V/def2-TZVPD" total_charge=0 homo_ev=-8.98 e_lumo_ha=0.0025 relative_energy_kcal_mol=0.00
O -4.0266 -0.5225 -0.2884
O -1.8923 -5.4599 0.6962
O -1.8258 -1.9746 4.5132
O 0.4331 -2.9846 -1.4864
O 3.6892 2.9473 -3.4438
O 0.4143 1.3613 -0.1856
O 2.6021 -1.3382 2.3303
O -4.4142 3.1420 -1.1094
O 0.2673 0.1675 -5.3025
O 2.8449 5.9230 -0.0377
N -2.6077 -3.5550 -0.3616
N -0.0491 -1.2201 -3.5070
N -3.3298 -5.1384 3.5370
N -1.8766 1.6124 -0.0680
N 1.1102 -4.3713 0.2078
N -6.0105 0.6384 -0.4561
N 6.0021 -2.4748 2.8295
N 2.5462 -2.8348 -0.6680
N -4.0133 -5.3362 -0.1428
N -6.0199 -1.4569 0.3704
N 0.6534 -2.0571 -5.4966
N -0.9930 -0.4296 -0.0853
N 2.5647 -0.0353 -1.6523
N -0.5352 4.2804 -0.3342
C -2.7544 -4.8560 0.0609
C 0.6182 5.0207 -0.8525
C 4.5419 1.1814 -1.1268
C -5.0728 3.5798 -2.3152
C -1.8383 -0.7162 3.8555
C 0.2084 6.4725 -1.0819
C 4.2246 -2.7932 4.4528
C 3.9865 -1.1036 2.5674
C 1.8755 4.9154 0.0638
C -0.7330 0.9157 -0.1025
C 0.3432 -0.9384 -4.7611
C 1.3047 -3.3962 -0.7042
C -5.2401 -0.4399 -0.1766
C 3.4454 3.5975 -4.6416
C -1.1203 -5.0707 4.5708
C 3.7135 5.7742 -1.1383
C 3.1881 1.2831 -1.8634
C 3.2906 1.5846 -3.3320
C 1.8922 -0.0790 2.3451
C 4.5346 -2.4674 2.9905
C -2.3311 -3.0234 3.6720
C -5.7672 4.9071 -2.0948
C -2.4386 -4.3282 4.4492
H 4.1054 -0.3987 3.3985
H -6.5370 4.9173 -1.3235
H 2.2948 0.5633 1.5623
H -1.6009 -3.0843 2.8536
H 4.6411 -3.7679 4.7194
H -0.9278 4.9134 0.3579
H -1.3372 -0.7718 2.8863
H 1.7174 -0.0601 -2.2328
H -1.3059 -5.9829 5.1430
H -6.8777 -1.2443 0.8355
H 2.0233 0.1174 -0.7972
H 1.8298 0.3699 3.3359
H -0.2254 -1.0283 -0.3570
H 3.2791 5.9013 -2.1370
H 0.6958 7.0560 -0.2880
H 0.0274 -2.1260 -3.0486
H 2.2600 1.5650 -3.7216
H 3.2729 -3.0843 -0.0283
H 2.6075 2.0704 -1.3803
H 1.8493 -4.5233 0.8633
H 3.1544 -2.7890 4.6634
H -0.4426 -0.4665 -2.9694
H -5.0220 5.6146 -1.7162
H -5.5736 -2.3510 0.4713
H -3.2994 -2.6867 3.2899
H 0.8769 -0.3425 2.0496
H 4.2470 4.8216 -1.1875
H 3.7411 0.7823 -3.9263
H 1.4813 5.0019 1.0826
H 5.2842 1.9181 -1.4530
H -1.9123 -0.7696 -0.3241
H -4.2632 -6.2827 0.0824
H -4.1011 -4.6273 3.1318
H -1.4461 0.0202 4.5524
H 2.5751 -1.9154 -1.1001
H -3.2914 -3.2762 -1.0335
H 5.0216 0.2079 -1.2027
H -3.5491 2.8330 -1.3932
H -5.5488 1.5253 -0.6361
H -0.2991 -4.5841 5.0948
H 6.3108 -3.4253 3.0008
H -7.0068 0.5879 -0.5054
H -0.2595 3.4226 0.1279
H -0.8380 6.7236 -0.9006
H 3.8534 3.1357 -5.5485
H -4.6298 -4.8207 -0.7390
H 2.3695 3.9491 -0.0803
H 3.7508 4.6441 -4.6216
H 0.1668 -4.6849 0.3736
H 4.6615 -2.1278 5.2001
H 0.8461 -1.9240 -6.4703
H -2.8790 -0.4129 3.6796
H 2.3850 3.6916 -4.9304
H 0.9364 4.6461 -1.8306
H -2.6615 -5.2399 2.7745
H 4.4088 -0.6394 1.6679
H 6.2748 -2.2316 1.8846
H -1.8689 -3.0120 0.0447
H 4.0993 -3.2027 2.3042
H 0.5198 -2.9566 -5.0771
H -0.7825 -5.3596 3.5720
H 4.3994 1.4751 -0.0825
H -6.1907 5.3256 -3.0073
H -5.9061 2.8781 -2.4612
H -1.8442 2.6290 -0.1249
H -2.8412 -4.1567 5.4476
H -2.6984 1.0901 -0.3339
H 0.5396 6.9619 -1.9956
H -4.3551 3.4849 -3.1271
H 4.4098 6.6096 -1.0544

[3]
131
Properties=species:S:1:pos:R:3 method="wB97M-V/def2-TZVPD" total_charge=-1 homo_ev=-6.19 e_lumo_ha=0.0651 relative_energy_kcal_mol=0.00
As 2.0463 7.3422 -16.8408
F 2.2993 9.0538 -17.0427
F 0.4733 7.5872 -17.5134
F 1.8039 5.6467 -16.5791
F 2.6971 7.1448 -18.4328
F 1.5317 7.6317 -15.2209
F 3.6733 7.2225 -16.2203
O 5.5144 1.8251 -14.8206
O -0.9788 3.1424 -19.6007
O 8.0713 3.2883 -18.2096
O 0.0608 12.0173 -13.8736
O 1.6523 8.0347 -11.4950
O 6.4334 9.4253 -13.1761
O -3.2077 11.2709 -16.8455
O 1.1585 12.3927 -19.6452
O 4.6745 7.6176 -22.2921
O -4.9780 5.1372 -16.6463
O -2.3720 9.6236 -13.4987
N -2.3784 6.0406 -16.7193
N 0.4764 12.1656 -21.7979
N 3.2431 6.6116 -10.6764
N -3.3748 10.9641 -19.0881
N -3.4222 8.4059 -15.1667
N 1.2398 10.3117 -20.6234
N -0.4192 5.2634 -19.0504
N 5.0234 7.7049 -13.6220
N 6.2841 8.6937 -15.3100
N 4.5574 4.1910 -13.0539
N 1.5687 10.3529 -14.2551
N 1.0610 3.5182 -18.6763
N 4.6179 4.1306 -17.3168
N 2.4023 6.3046 -12.7829
N -1.3265 7.8817 -14.5666
N 0.8883 11.7615 -15.9712
N 3.3067 7.6062 -24.8155
N -1.9346 9.6553 -17.8435
C -0.1543 3.9252 -19.1311
C 6.1550 0.6158 -15.2133
C -2.6714 4.7576 -16.0095
C 8.8100 2.0969 -18.2583
C -2.8476 10.6802 -17.8443
C 3.9622 8.7961 -24.2319
C 6.6780 5.4120 -16.7560
C 0.9237 11.6694 -20.5911
C 4.6185 7.3860 -20.9051
C 4.9450 1.7628 -13.5204
C 3.3330 10.0833 -24.7557
C 3.9028 8.7237 -22.7074
C 3.0270 3.0717 -14.5853
C 3.9177 2.8993 -13.3495
C -2.3755 8.7576 -14.3427
C 6.7996 3.0801 -17.6368
C -1.7663 4.4554 -14.8327
C 5.9515 8.6439 -13.9880
C 6.0134 4.3627 -17.6747
C -4.1408 4.6755 -15.6232
C 2.3749 7.0767 -11.6498
C 0.7901 11.4193 -14.6367
C -5.5567 4.0958 -17.4357
H 6.9221 6.3430 -17.2756
H 0.1266 12.3238 -16.3077
H 4.4486 0.7891 -13.4319
H 2.2667 9.9642 -14.8563
H 4.8853 7.5238 -12.6468
H 5.0353 8.7449 -24.4398
H 5.2669 6.5325 -20.6915
H -4.3138 8.8517 -15.1848
H 4.5403 3.3580 -16.6663
H 5.8749 8.1037 -16.0086
H 1.6718 9.9839 -21.4711
H 7.0538 0.4504 -14.6137
H 2.8658 4.1142 -14.8536
H 3.6209 7.0078 -20.6534
H -3.0719 7.6713 -15.7682
H 6.0329 4.7058 -18.7137
H 4.0981 4.9314 -16.9884
H 1.3180 11.1448 -16.6393
H 3.4084 6.8402 -24.1550
H -0.7097 4.3843 -15.1124
H 1.9266 6.6221 -13.6061
H 3.3038 2.5410 -12.5186
H 6.1065 5.6032 -15.8523
H 3.0371 5.5176 -12.7486
H 3.4008 2.5158 -15.4424
H -1.7952 5.2856 -14.1179
H 6.9246 2.6982 -16.6064
H -1.2044 5.5550 -19.6026
H 5.7170 1.8889 -12.7519
H 0.6215 13.1388 -21.9843
H -2.4386 3.9565 -16.7352
H 1.7595 10.0765 -19.7863
H 6.4063 0.8055 -16.2557
H 2.0478 2.6350 -14.3735
H 4.9198 8.1933 -20.2342
H 5.3263 4.1334 -12.3890
H -4.3863 3.6808 -15.2447
H 3.1340 10.8083 -23.9666
H 7.6920 5.0966 -16.4813
H 3.3625 7.0478 -9.7838
H 2.3596 9.8852 -25.2154
H -3.1622 6.0212 -17.3776
H 3.8358 5.8218 -10.8589
H 4.2627 9.6274 -22.1985
H 5.4779 -0.2377 -15.1241
H 2.3126 7.8088 -24.8573
H -1.9955 3.5114 -14.3375
H 5.0418 4.3876 -13.9319
H 8.1948 1.2834 -18.6702
H 4.7356 7.0481 -14.3244
H -4.0306 11.7180 -19.1309
H -5.8367 4.5230 -18.3949
H 1.7041 4.1138 -18.1797
H -1.5847 5.7910 -17.3092
H 9.6477 2.1970 -18.9421
H -6.4616 3.7341 -16.9365
H -1.4580 7.1716 -15.2793
H 0.0834 11.5853 -22.5136
H -4.8262 3.2914 -17.5434
H 1.3517 9.9887 -13.3425
H 0.2016 5.9515 -18.6541
H -1.5139 9.3411 -18.6980
H 3.9437 10.4811 -25.5638
H 2.8602 8.5008 -22.4133
H 6.9694 9.3822 -15.5527
H -4.2333 5.3831 -14.7894
H -2.8914 10.6165 -19.8937
H 9.1037 1.8172 -17.2414
H 6.2750 2.2763 -18.1799
H 1.3700 2.5731 -18.7933
H -0.4544 7.9972 -14.0886
H -1.5194 9.3541 -16.9774

[4]
114
Properties=species:S:1:pos:R:3 method="wB97M-V/def2-TZVPD" total_charge=0 homo_ev=-9.25 e_lumo_ha=-0.0010
P -0.0567 0.0547 0.0994
F -1.3102 1.1070 -0.0109
F 1.0200 1.2712 -0.1795
F -0.0010 0.3513 1.7213
F 1.1896 -0.9842 0.3292
F -1.0454 -1.2045 0.3632
F -0.1413 -0.2958 -1.4210
O -5.9449 -2.0933 -1.2698
O 4.5948 0.9269 -3.4934
O 2.2364 -1.4121 3.2079
O -0.7789 4.8082 -1.4702
O -1.6912 -0.3236 3.6742
O 0.2889 -3.6740 0.3923
O -0.3501 3.6069 1.1355
O 1.6145 -2.0865 -2.2788
O -3.0632 2.5468 1.4855
O -2.3420 3.3785 -3.6018
O 3.9195 -2.2039 -0.6823
N 2.7565 -3.3264 1.4876
C 0.8180 6.5145 -0.6681
C -3.1634 -1.7708 4.8598
C 0.4608 5.4373 -1.7821
C 0.1723 3.7225 2.4763
C 2.0513 -1.2553 -4.5712
C -0.4763 4.9736 3.1184
C -3.7642 -0.5552 2.5549
C -0.2491 -6.0340 0.5871
C 2.7225 -0.0550 3.3042
C 1.7018 3.8183 2.2267
C 1.3283 -2.2911 -3.6732
C -4.2338 -2.7921 -2.7572
C -4.6115 -1.9440 -1.5129
C -0.5333 -4.7465 -0.1296
C -1.9154 2.0180 -3.6829
C -4.3540 -0.4919 -1.7834
C 3.5961 1.5015 -2.6543
C 1.5175 4.3099 -1.7883
C -2.6870 -1.2656 3.4281
C 4.0520 0.1351 2.4922
C -2.0016 -4.4018 -0.1244
C 2.8381 0.2887 4.7641
C 1.7260 -3.7257 -3.9669
H 3.1734 -2.1769 -1.2814
H -2.1342 -3.6576 0.6609
H 1.1593 3.5044 -2.4294
H 4.9057 -0.2494 3.0503
H 0.0644 -2.8639 -0.0713
H 1.2058 -1.2324 -2.1204
H -2.6077 -5.2971 0.0142
H 2.1830 3.8603 3.2038
H -4.0363 -2.4232 4.8340
H 2.9999 -4.2979 1.6188
H 0.1097 2.7979 3.0502
H -2.6146 3.3038 1.8623
H 2.8068 -3.8638 -3.9354
H -0.2402 5.8494 2.5140
H 1.8721 6.7845 -0.6059
H 3.4347 -2.8983 0.8737
H -1.6123 1.6857 -2.6901
H 0.7775 -6.1136 0.9447
H 2.4515 4.7119 -2.1810
H 5.3903 1.4570 -3.4048
H 1.8879 -3.3789 0.9748
H -1.5651 4.9365 3.1542
H 3.2749 1.2430 5.0585
H 3.1345 -1.2412 -4.4509
H 3.5948 -0.4188 5.1031
H 2.0050 4.7242 1.7018
H -3.4560 -0.1278 1.6008
H -4.3822 -3.8488 -2.5344
H 2.0779 2.9235 1.7307
H 4.2239 1.1671 2.1867
H -3.3366 -0.2243 -1.4980
H -2.2229 -2.0930 2.8913
H 0.4593 5.9381 -2.7503
H -6.3659 -2.0553 -2.1318
H 2.5949 -2.8548 2.3660
H -1.2899 -0.1360 2.8226
H -2.7420 1.3904 -4.0161
H -0.9814 1.7805 -4.1922
H -3.1676 -2.7003 -2.9645
H -0.0644 5.1524 4.1116
H 3.9413 -0.5238 1.6309
H 0.2438 -2.2154 -3.7522
H 1.7857 -1.4399 -5.6122
H -4.7245 -2.5655 -3.7037
H 1.9457 0.6010 2.9113
H -2.4717 2.2335 0.8012
H 1.1860 -4.3307 -3.2385
H 1.3837 -1.4854 3.6429
H 4.0338 2.0551 -1.8235
H 1.3970 -4.0758 -4.9453
H -3.9598 -2.1653 -0.6678
H -4.6096 -0.2378 -2.8121
H 0.3735 6.1501 0.2581
H -0.2620 -4.8040 -1.1838
H 0.2161 7.3735 -0.9646
H -0.8457 -6.1538 1.4914
H 1.6422 3.9587 -0.7640
H 1.9831 0.0687 5.4034
H -0.6992 4.4089 -0.6008
H 2.9610 2.1934 -3.2075
H -2.3974 -2.4057 5.3049
H -1.7115 3.8415 -3.0453
H -2.3003 -4.0095 -1.0965
H -3.3776 -0.9508 5.5452
H 1.5818 -0.2842 -4.4144
H 2.9547 0.6823 -2.3294
H -4.9153 0.1736 -1.1276
H -0.3748 -6.9238 -0.0299
H -4.1498 0.2660 3.1591
H 0.2622 2.9641 0.7702
H 4.6855 -2.1103 -1.2486
H -4.6364 -1.1831 2.3724

no.,Kohn-Sham gap (eV)
1,9.02
2,9.05
3,7.97
4,9.22